No. 1
This record from the OMol25 dataset describes the molecule C11H21BO2. The level of theory is wB97M-V/def2-TZVPD.

Each line ends with the natural charge from an NBO analysis.
Geometry (Å):
C -0.583 -2.273 -3.881  -0.61
C -1.126 -2.730 -2.490  -0.42
C -1.582 -1.558 -1.524  0.07
O -1.784 -0.240 -1.950  -0.49
C -0.602 -0.536 -1.181  -0.29
B -0.660 0.109 0.297  0.92
C 0.700 -0.025 0.979  -0.32
C 1.899 0.529 0.331  -0.41
C 2.873 -0.475 -0.247  -0.59
O 0.624 0.600 2.334  -0.56
C -0.683 0.904 2.737  0.10
C -0.660 2.150 3.618  -0.63
C -1.468 1.097 1.411  -0.54
C -1.261 2.534 0.849  -0.63
H 0.434 -1.927 -3.829  0.20
H -1.129 -1.507 -4.250  0.21
H -0.641 -3.105 -4.548  0.21
H -0.325 -3.448 -1.966  0.21
H -2.061 -3.335 -2.790  0.20
H -2.487 -1.929 -1.039  0.20
H 0.288 -0.511 -1.789  0.21
H 1.030 -1.178 1.244  0.21
H 1.553 1.247 -0.475  0.19
H 2.465 1.178 1.131  0.24
H 2.402 -0.924 -1.141  0.19
H 3.081 -1.233 0.470  0.21
H 3.665 -0.085 -0.720  0.21
H -1.087 -0.008 3.160  0.16
H -1.614 2.604 3.720  0.21
H 0.047 2.821 3.325  0.22
H -0.441 2.063 4.670  0.22
H -2.554 0.870 1.531  0.23
H -1.824 2.553 -0.175  0.22
H -0.247 2.771 0.553  0.22
H -1.844 3.326 1.416  0.23

Values from the calculation:
Highest occupied orbital energy   -9.14 eV
SMILES string   CC[C@@H]1O[C@H]1B1[C@@H](CC)O[C@@H](C)[C@H]1C
Lowest unoccupied orbital energy   0.628 eV
ΔE to the lowest compared entry with this formula, charge and spin   71.97 kcal per mole
Net charge   0
Calculated total energy   -16514.82854 eV

No. 2
This record from the OMol25 dataset describes a structure of composition C11H21Br6Cl3O. The level of theory is wB97M-V/def2-TZVPD.

Each line ends with the natural charge from an NBO analysis.
Geometry (Å):
C 0.183 0.860 0.151  -0.32
Cl 1.518 -0.198 -0.283  0.03
Cl -1.317 0.259 -0.460  0.04
Cl 0.474 2.547 -0.301  0.02
H -0.068 0.838 1.212  0.21
C -2.524 -1.997 0.218  -0.47
C -3.430 -1.824 -0.991  -0.46
C -2.392 -1.593 -2.131  -0.09
O -1.094 -2.139 -1.626  -0.54
C -1.372 -2.914 -0.507  -0.07
H -3.053 -2.462 1.050  0.21
H -2.056 -1.065 0.534  0.21
H -4.117 -1.014 -0.746  0.22
H -3.962 -2.708 -1.342  0.22
H -2.295 -0.531 -2.357  0.19
H -2.774 -2.118 -3.006  0.18
H -0.385 -2.924 -0.045  0.19
H -1.691 -3.932 -0.733  0.17
Br 2.846 3.721 -0.775  -0.01
C 1.558 5.106 -1.318  -0.46
C 0.320 4.572 -1.952  -0.47
Br 0.454 4.598 -3.901  -0.02
H 1.957 5.718 -2.127  0.25
H 1.328 5.694 -0.430  0.23
H -0.596 5.127 -1.753  0.23
H 0.050 3.599 -1.541  0.22
Br -3.538 -2.667 4.241  -0.02
C -1.688 -1.998 3.928  -0.43
C -1.782 -0.747 3.051  -0.38
Br 0.143 -0.121 2.641  0.01
H -1.221 -2.820 3.385  0.23
H -1.194 -1.744 4.866  0.23
H -2.253 0.042 3.637  0.23
H -2.309 -0.967 2.122  0.24
Br 3.438 -0.262 1.603  -0.03
C 3.880 -0.106 -0.331  -0.37
C 5.242 -0.860 -0.398  -0.46
Br 5.623 -1.339 -2.262  -0.01
H 3.946 0.926 -0.675  0.23
H 3.027 -0.570 -0.827  0.19
H 5.051 -1.737 0.221  0.23
H 6.072 -0.250 -0.043  0.23

Values from the calculation:
Highest occupied orbital energy   -9.12 eV
Lowest unoccupied orbital energy   0.076 eV
ΔE to the lowest compared entry with this formula, charge and spin   163.39 kcal per mole
Net charge   0
Calculated total energy   -471608.68614 eV

No. 3
This record from the OMol25 dataset describes a cluster of 2 separate species, C11H21BrF3NO8P2 in total. The level of theory is wB97M-V/def2-TZVPD.

Each line ends with the natural charge from an NBO analysis.
Geometry (Å):
C -2.168 3.194 -1.022  -0.61
C -1.837 2.106 0.009  -0.44
C -0.348 1.591 -0.009  -0.31
Br 0.253 1.707 -1.892  0.07
C -0.287 0.084 0.511  0.62
O -0.636 -0.662 -0.583  -0.52
C -1.208 -1.931 -0.334  -0.10
C -2.687 -2.053 -0.810  0.08
C -2.637 -2.470 -2.309  -0.63
O -3.402 -0.824 -0.768  -0.72
O -1.224 -0.001 1.567  -0.58
C -0.883 0.743 2.724  -0.24
C 0.490 0.481 3.324  -0.82
N 1.510 0.622 2.252  -0.72
C 1.153 -0.235 1.064  -0.34
P 1.321 -2.033 1.697  1.47
O 1.496 -3.029 0.625  -1.08
C 2.327 -0.069 0.062  0.98
F 2.697 1.176 -0.054  -0.29
F 3.390 -0.695 0.646  -0.35
F 2.151 -0.630 -1.067  -0.24
H -1.399 3.963 -1.082  0.22
H -3.058 3.717 -0.630  0.19
H -2.457 2.806 -1.997  0.22
H -1.949 2.606 0.983  0.19
H -2.548 1.282 0.009  0.23
H 0.214 2.281 0.628  0.20
H -0.647 -2.655 -0.933  0.22
H -1.154 -2.306 0.693  0.18
H -3.177 -2.876 -0.274  0.15
H -3.483 -2.063 -2.869  0.21
H -2.629 -3.563 -2.369  0.20
H -1.723 -2.088 -2.773  0.23
H -3.888 -0.822 0.069  0.47
H -0.979 1.828 2.599  0.19
H -1.621 0.481 3.498  0.20
H 0.583 -0.436 3.902  0.21
H 0.681 1.312 4.033  0.20
H 2.444 0.340 2.659  0.38
H 1.589 1.644 2.025  0.38
H 2.371 -2.011 2.656  -0.06
H 0.137 -2.245 2.460  -0.09
O 3.466 1.311 -3.986  -0.99
P 4.646 0.347 -3.786  2.43
O 4.121 -1.093 -3.873  -0.98
O 5.291 0.553 -2.405  -0.98
O 5.698 0.614 -4.872  -1.01

Values from the calculation:
Highest occupied orbital energy   1.38 eV
Lowest unoccupied orbital energy   3.117 eV
Net charge   -2
Calculated total energy   -126383.61687 eV

No. 4
This record from the OMol25 dataset describes a structure of composition C11H21ClN3O3PdS3. The level of theory is wB97M-V/def2-TZVPD.

Each line ends with the natural charge from an NBO analysis.
Geometry (Å):
Pd 0.000 0.000 0.000  1.20
C 0.175 2.455 1.396  -0.25
C -0.381 1.386 2.356  -0.26
N 0.022 0.013 2.021  -0.56
C 1.332 -0.369 2.553  -0.25
C 2.537 0.208 1.814  -0.56
S 2.330 0.006 0.022  0.47
C 2.451 1.744 -0.537  -0.55
C 1.087 2.368 -0.884  -0.27
N 0.006 2.005 0.013  -0.65
H 1.214 2.675 1.649  0.20
H -0.370 3.396 1.542  0.23
H -1.476 1.422 2.287  0.23
H -0.136 1.636 3.395  0.22
H -0.639 -0.616 2.398  0.45
H 1.396 -1.464 2.490  0.25
H 1.402 -0.137 3.623  0.22
H 3.436 -0.344 2.110  0.27
H 2.709 1.249 2.096  0.23
H 3.078 1.754 -1.435  0.26
H 2.977 2.346 0.211  0.24
H 0.807 2.028 -1.889  0.26
H 1.187 3.458 -0.951  0.21
H -0.902 2.339 -0.294  0.42
S 0.000 0.000 -2.369  -0.23
C 0.018 -0.186 -4.011  -0.04
N -0.011 0.864 -4.890  -0.57
C 0.220 0.531 -6.272  -0.23
C -0.268 -0.890 -6.486  -0.54
S 0.084 -1.693 -4.896  0.37
H 0.082 1.806 -4.527  0.42
H 1.296 0.616 -6.463  0.20
H -0.304 1.247 -6.910  0.23
H 0.233 -1.386 -7.321  0.26
H -1.350 -0.910 -6.650  0.23
Cl -4.612 -2.268 -0.642  -0.02
C -3.995 -1.017 0.472  -0.48
C -2.466 -1.017 0.515  0.76
O -1.931 -1.994 1.114  -0.61
O -1.914 0.000 0.000  -0.72
H -4.399 -1.217 1.468  0.24
H -4.380 -0.052 0.130  0.22
O 0.000 -1.598 0.000  -0.50

Values from the calculation:
Highest occupied orbital energy (alpha / beta)   -10.38 / -10.39 eV
Lowest unoccupied orbital energy (alpha / beta)   -4.635 / -4.635 eV
ΔE to the lowest compared entry with this formula, charge and spin   76.99 kcal per mole
Net charge   +1
Calculated total energy   -70855.73628 eV